1.
Computed, not measured: a cluster of 2 separate species, H3S2 in total, with ωB97M-V/def2-TZVPD.

Geometry as XYZ:
```
5
H3S2, DFT ωB97M-V/def2-TZVPD
S -1.003 -0.182 1.915
H -1.358 -1.476 2.026
S 1.340 0.922 -1.551
H 0.495 -0.090 -1.983
H 0.527 0.825 -0.408
```

HOMO-LUMO gap, eV: 6.286
Multiplicity: 1
Total charge: -1

2.
Computed, not measured: a structure of composition H3S2, with ωB97M-V/def2-TZVPD.

Geometry as XYZ:
```
5
H3S2, DFT ωB97M-V/def2-TZVPD
S -0.517 -1.833 -0.194
H 0.427 -2.061 0.696
H -0.243 -0.234 -0.191
S 0.075 1.414 -0.144
H 0.259 2.714 -0.168
```

HOMO-LUMO gap, eV: 7.139
Multiplicity: 1
Total charge: -1

Which is most stable? The ranking, best first, is 1, 2.

1.
Computed, not measured: a cluster of 5 separate species, C30H25N5O10 in total, with ωB97M-V/def2-TZVPD.

Geometry as XYZ:
```
70
C30H25N5O10, DFT ωB97M-V/def2-TZVPD
C 3.190 -0.174 6.340
C 2.902 0.814 5.264
C 1.754 0.588 4.252
C 1.102 -0.810 4.277
C 1.606 -1.958 5.286
C 2.613 -1.418 6.328
N -0.075 -0.946 3.354
O -0.349 -0.033 2.698
O -0.542 -2.048 3.211
H 4.158 -0.058 6.978
H 3.227 1.803 5.314
H 1.453 1.532 3.572
H 1.113 -2.861 5.387
H 2.748 -2.161 7.064
C -5.911 3.618 1.152
C -4.898 4.482 0.475
C -3.665 4.737 1.348
C -3.199 3.693 2.449
C -4.320 2.914 3.157
C -5.745 2.977 2.392
N -1.900 3.739 3.058
O -1.534 3.100 4.082
O -1.027 4.322 2.441
H -6.982 3.175 0.777
H -5.197 4.778 -0.579
H -3.138 5.697 0.953
H -4.175 2.487 4.020
H -6.376 2.143 2.681
C -1.817 -1.381 -7.104
C -2.729 -2.287 -6.264
C -2.336 -3.759 -5.812
C -0.992 -4.313 -6.396
C -0.212 -3.386 -7.421
C -0.674 -1.876 -7.610
N -0.457 -5.651 -6.063
O 0.810 -5.967 -6.025
O -1.336 -6.459 -5.720
H -2.035 -0.447 -7.250
H -3.491 -1.798 -5.579
H -2.590 -4.470 -4.927
H 0.651 -3.732 -7.870
H -0.040 -1.320 -8.247
C 3.917 -1.495 0.571
C 3.467 -0.117 0.692
C 4.198 0.945 1.447
C 5.588 0.571 1.880
C 6.058 -0.897 1.793
C 5.124 -1.907 1.126
N 6.452 1.585 2.557
O 6.073 2.798 2.465
O 7.573 1.265 2.883
H 3.407 -2.289 0.125
H 2.619 0.070 0.075
H 3.821 1.952 1.502
H 7.012 -1.166 2.006
H 5.701 -2.946 0.901
C -2.755 1.819 -1.372
C -2.794 1.095 -2.801
C -1.783 0.018 -3.109
C -0.764 -0.428 -2.009
C -0.785 0.293 -0.637
C -1.827 1.456 -0.443
N 0.125 -1.598 -2.231
O 0.032 -2.277 -3.350
O 1.098 -1.681 -1.486
H -3.583 2.645 -1.101
H -3.509 1.462 -3.532
H -1.969 -0.308 -4.130
H -0.190 -0.019 0.026
H -1.892 1.872 0.709
```

HOMO-LUMO gap, eV: 7.735
SMILES: O=[N+]([O-])c1ccccc1.O=[N+]([O-])c1ccccc1.O=[N+]([O-])c1ccccc1.O=[N+]([O-])c1ccccc1.O=[N+]([O-])c1ccccc1
Multiplicity: 1

2.
Computed, not measured: a cluster of 5 separate species, C30H25N5O10 in total, with ωB97M-V/def2-TZVPD.

Geometry as XYZ:
```
70
C30H25N5O10, DFT ωB97M-V/def2-TZVPD
C 0.185 0.525 22.306
C 0.060 -0.805 22.828
C 0.921 -1.332 23.757
C 1.888 -0.485 24.207
C 2.049 0.821 23.770
C 1.229 1.323 22.762
N 2.678 -1.003 25.312
O 2.745 -2.218 25.375
O 3.140 -0.199 26.060
H -0.519 0.788 21.558
H -0.782 -1.379 22.448
H 0.891 -2.330 24.171
H 2.806 1.448 24.257
H 1.291 2.308 22.328
C -8.467 7.571 22.298
C -8.988 7.569 23.613
C -8.266 8.245 24.592
C -7.067 8.868 24.224
C -6.584 8.798 22.912
C -7.252 8.097 21.942
N -6.324 9.575 25.220
O -5.373 10.222 24.819
O -6.705 9.564 26.347
H -8.989 6.976 21.540
H -9.802 6.997 23.942
H -8.525 8.259 25.628
H -5.676 9.351 22.582
H -6.778 8.052 20.958
C -3.918 0.656 29.241
C -2.931 -0.306 29.206
C -2.036 -0.398 28.125
C -2.269 0.442 27.088
C -3.310 1.343 27.002
C -4.113 1.491 28.137
N -1.252 0.558 26.040
O -0.186 0.060 26.154
O -1.592 1.163 25.053
H -4.540 0.745 30.150
H -2.804 -0.941 30.068
H -1.179 -1.074 28.115
H -3.409 2.078 26.200
H -4.880 2.296 28.021
C -4.576 10.582 20.897
C -4.288 9.663 19.920
C -5.255 9.331 18.956
C -6.388 10.057 18.967
C -6.686 11.038 19.959
C -5.753 11.338 20.939
N -7.386 9.870 17.989
O -7.290 8.806 17.330
O -8.280 10.658 17.874
H -3.842 10.842 21.610
H -3.318 9.159 19.929
H -5.062 8.609 18.194
H -7.626 11.517 19.855
H -6.027 12.021 21.753
C -2.202 5.087 21.485
C -1.931 4.438 22.672
C -2.912 4.451 23.646
C -4.098 4.978 23.348
C -4.368 5.600 22.124
C -3.406 5.653 21.156
N -5.061 4.924 24.374
O -6.181 5.350 24.151
O -4.802 4.481 25.463
H -1.402 5.028 20.751
H -0.986 3.955 22.840
H -2.754 4.065 24.599
H -5.320 6.104 22.070
H -3.595 6.076 20.139
```

HOMO-LUMO gap, eV: 8.769
SMILES: O=[N+]([O-])c1ccccc1.O=[N+]([O-])c1ccccc1.O=[N+]([O-])c1ccccc1.O=[N+]([O-])c1ccccc1.O=[N+]([O-])c1ccccc1
Multiplicity: 1

Which is most stable? The ranking, best first, is 2, 1.

1.
Computed, not measured: a cluster of 2 separate species, C4H4N2OS in total, with ωB97M-V/def2-TZVPD.

Geometry as XYZ:
```
12
C4H4N2OS, DFT ωB97M-V/def2-TZVPD
C -0.215 -1.391 1.206
C -0.101 -0.276 -2.131
C -0.465 -0.227 1.398
C 1.461 0.547 -0.379
N 0.627 0.464 -1.250
N -0.865 1.039 1.639
O 2.276 0.891 0.352
S -0.173 -1.839 -2.030
H 0.358 -2.367 1.354
H -0.524 0.505 -2.913
H -0.605 1.680 0.825
H -1.774 0.974 1.929
```

HOMO-LUMO gap, eV: 8.368
SMILES: O=C=NC=S.C#CN
Multiplicity: 1

2.
Computed, not measured: a structure of composition C4H4N2OS, with ωB97M-V/def2-TZVPD.

Geometry as XYZ:
```
12
C4H4N2OS, DFT ωB97M-V/def2-TZVPD
C -1.238 -1.008 -0.054
C 1.050 0.144 -0.114
C 0.596 1.454 -0.074
C 0.354 2.656 0.155
H 1.868 -1.746 -0.022
H -1.486 -2.087 0.433
H -2.943 -0.065 -0.375
H -0.021 3.700 0.524
N 0.206 -0.905 -0.127
N -1.955 0.071 -0.359
O 0.854 -2.077 0.232
S 2.716 -0.138 -0.219
```

HOMO-LUMO gap, eV: 8.136
Multiplicity: 1

Which is most stable? The ranking, best first, is 1, 2.

1.
Computed, not measured: a cluster of 2 separate species, C2H5BrSi in total, with ωB97M-V/def2-TZVPD.

Geometry as XYZ:
```
9
C2H5BrSi, DFT ωB97M-V/def2-TZVPD
C 0.220 0.356 1.052
C 1.316 0.613 1.736
Si -0.150 -0.384 -0.650
Br 1.499 0.924 3.583
H -0.688 0.527 1.553
H 3.072 0.579 0.995
H -1.395 0.145 -1.014
H -0.353 -1.971 -0.640
H 0.992 -0.123 -1.721
```

HOMO-LUMO gap, eV: 9.268
Multiplicity: 1

2.
Computed, not measured: a cluster of 2 separate species, C2H5BrSi in total, with ωB97M-V/def2-TZVPD.

Geometry as XYZ:
```
9
C2H5BrSi, DFT ωB97M-V/def2-TZVPD
C 0.235 0.673 0.634
C 0.850 0.014 -0.637
Si -0.858 -0.557 -0.269
Br -2.747 0.125 -1.069
H 0.663 0.178 1.590
H 0.131 1.665 0.716
H 1.082 0.761 -1.445
H 1.669 -0.744 -0.359
H -1.025 -2.116 0.838
```

HOMO-LUMO gap, eV: 9.322
Multiplicity: 1

3.
Computed, not measured: a cluster of 2 separate species, C2H5BrSi in total, with ωB97M-V/def2-TZVPD.

Geometry as XYZ:
```
9
C2H5BrSi, DFT ωB97M-V/def2-TZVPD
C 0.927 1.194 0.082
C 2.000 0.458 -0.057
Si -2.925 -1.330 0.548
Br 2.983 -0.701 1.033
H 0.304 1.009 0.904
H 0.486 1.898 -0.736
H -2.031 -1.354 -0.689
H 2.552 0.622 -0.998
H -4.297 -1.796 -0.087
```

HOMO-LUMO gap, eV: 7.587
Multiplicity: 1

Which is most stable? The ranking, best first, is 2, 3, 1.

1.
Computed, not measured: the molecule C9H8N2, with ωB97M-V/def2-TZVPD.

Geometry as XYZ:
```
19
C9H8N2, DFT ωB97M-V/def2-TZVPD
C -2.865 2.706 -0.149
C -1.706 1.935 -0.210
C -4.885 -1.601 0.182
C -4.187 0.829 0.253
C -1.026 0.926 -0.390
C -4.705 -0.270 0.120
C 1.438 0.207 -0.253
C -0.514 -1.393 0.253
C -0.077 -0.157 -0.542
N -5.159 -2.726 0.261
N -3.980 2.083 0.075
H -2.863 3.777 -0.541
H 1.838 0.591 -1.266
H 1.633 0.965 0.556
H 2.044 -0.726 -0.031
H -0.299 -1.418 1.401
H 0.163 -2.256 0.071
H -1.600 -1.488 0.068
H -0.142 -0.338 -1.709
```

HOMO-LUMO gap (spin up / spin down), eV: 8.206 / 8.206
SMILES: CC(C)C#C/C=N\C#CC#N
Multiplicity: 1

2.
Computed, not measured: the molecule C9H8N2, with ωB97M-V/def2-TZVPD.

Geometry as XYZ:
```
19
C9H8N2, DFT ωB97M-V/def2-TZVPD
C 3.140 -0.019 -0.017
C 2.413 1.178 0.313
C 0.958 1.270 0.298
C 0.317 0.134 -0.088
C 1.012 -1.075 -0.480
C 2.383 -1.072 -0.404
C -1.176 0.122 -0.080
C -3.251 -0.449 0.362
C -3.163 0.513 -0.455
H 4.038 -0.058 0.025
H 2.736 2.140 0.560
H 0.627 2.290 0.565
H 0.412 -1.791 -0.521
H 3.011 -1.992 -0.636
H -1.526 -1.600 0.967
H -4.046 -1.116 0.855
H -3.994 1.279 -1.125
N -1.948 -0.765 0.615
N -1.944 1.010 -0.754
```

HOMO-LUMO gap, eV: 9.515
SMILES: c1ccc(-c2ncc[nH]2)cc1
Multiplicity: 1

Which is most stable? The ranking, best first, is 2, 1.

1.
Computed, not measured: a cluster of 2 separate species, C5H12NO in total, with ωB97M-V/def2-TZVPD.

Geometry as XYZ:
```
19
C5H12NO, DFT ωB97M-V/def2-TZVPD
C 1.510 1.464 1.454
C 0.646 1.820 0.265
C 0.228 0.632 -0.634
C 0.882 0.677 -1.804
C -1.716 0.192 0.751
N -1.054 0.045 -0.424
H 2.188 2.186 1.914
H 1.024 0.828 2.228
H 1.983 0.528 1.132
H -0.301 2.330 0.536
H 1.090 2.592 -0.346
H 1.829 1.231 -1.857
H 0.598 0.143 -2.706
H -2.503 -0.516 0.998
H -1.582 1.057 1.377
H -1.168 -0.722 -1.066
H -0.282 -4.646 0.353
H -1.259 -3.730 -0.344
O -0.378 -3.735 0.051
```

HOMO-LUMO gap (spin up / spin down), eV: 6.788 / 9.254
⟨S²⟩: 0.76
Multiplicity: 2

2.
Computed, not measured: a cluster of 3 separate species, C5H12NO in total, with ωB97M-V/def2-TZVPD.

Geometry as XYZ:
```
19
C5H12NO, DFT ωB97M-V/def2-TZVPD
O 2.353 -0.217 -1.843
C 3.203 0.715 -1.686
C 4.015 1.364 -0.231
C 3.508 0.521 0.964
C 4.753 -0.731 1.060
C 4.953 -1.444 -0.206
N 3.087 2.052 -1.014
H 3.921 0.995 -2.434
H 5.033 1.815 -0.276
H 2.777 -0.815 1.276
H 3.627 1.359 1.659
H 5.601 0.016 1.197
H 4.794 -1.663 1.741
H 3.917 -1.304 -0.730
H 5.322 -2.512 -0.364
H 5.692 -1.035 -0.896
H 3.389 2.930 -1.306
H -34.684 -1.200 1.403
H -35.260 -0.846 1.687
```

HOMO-LUMO gap (spin up / spin down), eV: 9.019 / 7.814
⟨S²⟩: 0.76
Multiplicity: 2

Which is most stable? The ranking, best first, is 1, 2.